{
  "formula": "H30O19S",
  "method": "the ωB97M-V functional and the def2-TZVPD basis",
  "elements": ["S", "O", "O", "O", "O", "O", "H", "H", "O", "H", "H", "O", "H", "H", "O", "H", "H", "O", "H", "H", "O", "H", "H", "O", "H", "H", "O", "H", "H", "O", "H", "H", "O", "H", "H", "O", "H", "H", "O", "H", "H", "O", "H", "H", "O", "H", "H", "O", "H", "H"],
  "xyz": [[0.3591, -0.1320, 0.0149], [-1.0869, -0.0130, -0.0571], [0.8071, 0.4870, -1.0801], [0.7051, 0.4820, 1.2789], [0.8331, -1.4850, 0.1559], [-4.1969, 1.9240, 0.0409], [-3.1979, 2.0080, 0.1179], [-4.6079, 2.6130, 0.5529], [0.9731, 3.1890, -1.5641], [0.9831, 2.2260, -1.5061], [1.4761, 3.4050, -0.6811], [2.0651, 2.8410, 1.2229], [1.9081, 3.3440, 1.9789], [1.5461, 2.0510, 1.2509], [-0.0359, -3.5910, -1.0681], [0.1421, -2.7480, -0.6441], [-1.0129, -3.7750, -0.9581], [3.3621, -2.2790, -0.4271], [2.2701, -2.0990, -0.3221], [3.8411, -1.4410, -0.3371], [-2.6159, -3.1230, -0.9231], [-2.7509, -3.2410, 0.0289], [-2.6059, -2.1220, -1.0121], [-0.1409, 0.1740, -3.6981], [-0.1979, -0.8540, -3.6791], [0.2101, 0.3530, -2.8771], [-3.0979, -1.1390, 1.5699], [-3.0099, -0.6040, 2.3269], [-2.3819, -0.6170, 1.0559], [-1.0399, 2.4740, 2.2209], [-1.3439, 2.6300, 1.3459], [-0.3639, 1.6730, 2.0039], [2.8011, 0.3510, -2.8101], [2.1541, 0.4760, -2.2461], [3.1061, 1.2330, -2.6801], [-3.0889, -0.3180, -1.4461], [-3.8439, -0.2840, -0.8851], [-2.2349, -0.4360, -0.9061], [-1.9869, 2.3700, -0.2941], [-1.6629, 1.4560, -0.3141], [-1.6059, 2.6590, -1.0931], [4.1041, 0.2480, 0.8739], [4.2991, 0.9550, 0.3609], [3.1531, 0.3190, 0.9359], [1.2491, -0.2260, 3.5489], [1.5571, -1.1280, 3.1739], [0.8351, 0.0310, 2.6829], [0.7911, -3.4530, 1.8749], [1.5221, -4.0810, 1.7139], [1.0551, -2.7830, 1.1759]],
  "lowdin_charge": [0.29, -0.33, -0.24, -0.35, -0.33, -0.11, -0.07, 0.00, -0.11, -0.03, 0.07, -0.02, 0.02, -0.03, -0.12, -0.06, 0.01, -0.17, 0.08, -0.03, -0.09, 0.05, 0.03, -0.06, 0.11, -0.08, -0.07, 0.00, 0.04, -0.12, -0.05, 0.07, 0.02, -0.12, 0.03, -0.09, 0.01, -0.02, -0.01, 0.02, 0.08, 0.00, -0.02, 0.02, -0.14, 0.06, -0.06, -0.10, 0.04, -0.01],
  "gap_ha": 0.3420,
  "e_homo_ev": -4.391,
  "total_energy_ev": -50226.469,
  "charge": -2,
  "de_lowest_kj_mol": 447.0
}



{
  "formula": "C30H56Br2ClN2O5P",
  "method": "the ωB97M-V functional and the def2-TZVPD basis",
  "elements": ["C", "C", "C", "P", "Cl", "C", "C", "C", "O", "C", "C", "C", "O", "O", "C", "Br", "C", "C", "Br", "H", "H", "H", "H", "H", "H", "H", "H", "H", "H", "H", "H", "H", "H", "H", "H", "H", "H", "H", "H", "C", "C", "C", "C", "C", "C", "N", "O", "C", "C", "C", "H", "H", "H", "H", "H", "H", "H", "H", "H", "H", "H", "H", "H", "H", "H", "H", "H", "H", "C", "C", "C", "C", "C", "C", "N", "O", "C", "C", "C", "H", "H", "H", "H", "H", "H", "H", "H", "H", "H", "H", "H", "H", "H", "H", "H", "H", "H"],
  "xyz": [[0.5731, -4.5962, 0.3220], [-0.6454, -3.9713, 0.7361], [-2.0203, -4.4177, 0.0837], [-2.8856, -3.0891, -0.9948], [-2.0515, -4.1192, -2.7398], [-1.9677, -1.5636, -1.6334], [-0.3724, -1.6262, -1.6313], [0.3392, -0.8125, -0.4429], [-0.1604, 0.5283, -0.2366], [-0.0305, 1.3555, -1.4157], [-4.5950, -3.7134, -1.6448], [-4.7424, -3.6860, -3.2322], [-4.9800, -4.7735, -3.8308], [-4.7079, -2.5419, -4.0614], [-3.6618, -2.1872, 0.4906], [-3.3549, -2.6239, 2.4310], [-4.5413, -1.0601, 0.3459], [-5.1577, -0.2715, 1.6231], [-5.1155, -0.3261, -1.4064], [1.5751, -4.1207, 0.6273], [0.5177, -5.5812, -0.2647], [-0.6384, -3.1680, 1.5392], [-2.7503, -4.9435, 0.8110], [-1.7458, -5.2602, -0.6573], [-2.2819, -1.4361, -2.7395], [-2.2707, -0.5734, -1.1296], [0.0840, -2.6709, -1.6301], [-0.0185, -1.1264, -2.6119], [1.4799, -0.7357, -0.6394], [0.2616, -1.3422, 0.5806], [1.0800, 1.4673, -1.6541], [-0.4125, 2.4040, -1.1140], [-0.6708, 1.0123, -2.2997], [-5.4717, -3.1390, -1.1895], [-4.7785, -4.8129, -1.3383], [-4.2025, -1.8028, -3.6603], [-5.8271, 0.6080, 1.2912], [-5.6615, -0.9672, 2.3680], [-4.2435, 0.2206, 2.1282], [7.5042, -3.1648, -1.4070], [6.0621, -3.2193, -0.8415], [5.5951, -1.8123, -0.4085], [6.2022, -1.3419, 0.9027], [5.9298, -2.3661, 1.9966], [6.4292, -3.7788, 1.6289], [5.9852, -4.2236, 0.2652], [4.6861, -4.6111, 0.3716], [7.9745, -3.8004, 1.7304], [5.9828, -4.7563, 2.7504], [5.2160, -3.6072, -2.0858], [7.6970, -2.2068, -1.8984], [8.2897, -3.2971, -0.6703], [7.6682, -3.9514, -2.1502], [4.5011, -1.8041, -0.2981], [5.8186, -1.0796, -1.1907], [7.2757, -1.1684, 0.7827], [5.7638, -0.3802, 1.1869], [6.4027, -2.0301, 2.9266], [4.8517, -2.3895, 2.1957], [8.3855, -4.7241, 1.3109], [8.3003, -3.7501, 2.7735], [8.4543, -2.9498, 1.2458], [4.9009, -4.7557, 2.9001], [6.4250, -4.4745, 3.7091], [6.3012, -5.7794, 2.5274], [5.4418, -4.6250, -2.4201], [5.4324, -2.9324, -2.9201], [4.1411, -3.5404, -1.9022], [-4.9033, 5.1576, -0.8159], [-3.6255, 4.7723, -0.0274], [-3.9602, 4.5210, 1.4591], [-4.1946, 5.7927, 2.2575], [-2.9939, 6.7200, 2.1190], [-2.6555, 7.0420, 0.6485], [-2.5734, 5.8185, -0.2176], [-1.3697, 5.2325, 0.0260], [-3.7184, 8.0256, 0.0991], [-1.3473, 7.8788, 0.6254], [-3.2433, 3.3962, -0.6375], [-5.7867, 4.6695, -0.3941], [-5.1212, 6.2201, -0.8427], [-4.8298, 4.8501, -1.8638], [-3.1371, 3.9687, 1.9346], [-4.8397, 3.8745, 1.5474], [-5.1138, 6.2848, 1.9257], [-4.3419, 5.5427, 3.3127], [-3.1918, 7.6461, 2.6709], [-2.1310, 6.2534, 2.6088], [-3.6236, 8.1452, -0.9847], [-3.6004, 9.0188, 0.5421], [-4.7427, 7.7345, 0.3329], [-0.5137, 7.3660, 1.1104], [-1.4805, 8.8217, 1.1614], [-1.0554, 8.1205, -0.4013], [-2.9279, 3.4960, -1.6816], [-4.1013, 2.7159, -0.6187], [-2.4412, 2.8987, -0.0868]],
  "lowdin_charge": [0.00, -0.23, -0.38, 0.61, 0.35, -0.35, -0.22, -0.22, -0.24, -0.11, -0.22, -0.54, 0.02, 0.02, -0.68, 0.70, -0.70, -0.19, 0.74, 0.07, 0.08, 0.06, 0.08, 0.04, 0.07, 0.07, 0.08, 0.12, 0.13, 0.12, 0.10, 0.09, 0.09, 0.07, 0.13, 0.04, 0.07, 0.06, 0.08, -0.03, -0.47, -0.15, -0.18, -0.14, -0.48, -0.04, -0.04, -0.05, -0.05, -0.05, 0.09, 0.05, 0.08, 0.12, 0.12, 0.11, 0.12, 0.13, 0.12, 0.09, 0.08, 0.06, 0.08, 0.08, 0.09, 0.09, 0.09, 0.07, -0.03, -0.47, -0.15, -0.18, -0.14, -0.48, -0.04, -0.03, -0.05, -0.05, -0.05, 0.09, 0.05, 0.09, 0.13, 0.12, 0.11, 0.11, 0.13, 0.13, 0.09, 0.08, 0.06, 0.08, 0.08, 0.09, 0.09, 0.06, 0.07],
  "gap_ha": [0.3282, 0.3354],
  "e_homo_ev": [-9.046, -9.361],
  "s2": 2.009,
  "multiplicity": 3,
  "total_energy_ev": -207123.420
}



{
  "formula": "C12H17BMnN6O",
  "method": "the ωB97M-V functional and the def2-TZVPD basis",
  "elements": ["H", "N", "B", "N", "C", "Mn", "H", "C", "H", "C", "H", "C", "H", "H", "H", "N", "N", "N", "N", "C", "C", "H", "H", "C", "C", "C", "C", "H", "H", "H", "H", "H", "C", "C", "O", "H", "H", "H"],
  "xyz": [[-1.2012, -2.5093, 1.8549], [-0.1329, -1.2995, 0.4773], [1.2474, -0.5192, -1.5490], [0.5919, -1.6095, -0.6713], [0.5626, -2.9329, -0.8883], [-0.1321, 0.5239, 1.3816], [1.1120, -3.3486, -1.7217], [-0.1780, -3.5193, 0.1320], [-0.3727, -4.5678, 0.2763], [-0.6017, -2.4815, 0.9598], [1.9794, -0.9882, -2.3745], [0.1771, 1.0277, 3.2142], [0.2852, 0.1015, 3.7940], [-0.7556, 1.5369, 3.5117], [1.0231, 1.6954, 3.4009], [2.0120, 0.3862, -0.5287], [0.0802, 0.2674, -2.2127], [1.4429, 0.8901, 0.6766], [-0.8565, 0.7876, -1.3699], [3.3352, 0.5692, -0.4857], [-0.3115, 0.5303, -3.4750], [3.9351, 0.1764, -1.2946], [0.2714, 0.1879, -4.3184], [3.6809, 1.2227, 0.6804], [-1.5057, 1.2497, -3.4139], [2.4919, 1.4774, 1.3455], [-1.8365, 1.3747, -2.0660], [4.6671, 1.4573, 1.0283], [-2.0803, 1.6306, -4.2384], [2.3506, 1.9847, 2.2826], [-2.6500, 1.8913, -1.5788], [-0.8484, 0.4454, -0.3937], [-3.1684, 0.6143, 0.9232], [-2.0629, 0.1300, 1.7907], [-2.1869, -0.6098, 2.7615], [-2.8054, 1.1900, 0.0687], [-3.8299, 1.2869, 1.4898], [-3.7294, -0.2502, 0.5305]],
  "lowdin_charge": [0.11, -0.04, -0.47, -0.02, -0.07, 0.68, 0.12, -0.05, 0.09, -0.08, 0.12, -0.26, 0.00, -0.01, -0.04, 0.01, 0.05, -0.12, 0.09, -0.09, -0.01, 0.12, 0.14, -0.06, -0.02, -0.10, -0.04, 0.09, 0.10, 0.09, 0.12, 0.04, -0.09, -0.53, -0.05, 0.00, 0.09, 0.09],
  "gap_ha": [0.1739, 0.2544],
  "e_homo_ev": [-4.505, -6.730],
  "s2": 8.796,
  "multiplicity": 6,
  "total_energy_ev": -55700.678,
  "de_lowest_kj_mol": 261.4
}



{
  "formula": "C7H8N2",
  "method": "the ωB97M-V functional and the def2-TZVPD basis",
  "elements": ["C", "C", "C", "C", "N", "C", "C", "C", "N", "H", "H", "H", "H", "H", "H", "H", "H"],
  "xyz": [[2.9810, 1.6250, -0.1777], [1.7600, 1.1201, 0.0126], [1.4918, -0.4377, 0.3036], [0.0893, -0.4212, 0.6073], [-0.7521, -0.4329, -0.2292], [-2.1606, -0.5155, -0.3245], [-2.6518, -1.7817, -0.3722], [-2.9811, 0.6022, -0.0798], [-3.7077, 1.4249, 0.2180], [3.2269, 2.5180, -0.7195], [3.9119, 1.2314, 0.3825], [0.8121, 1.3442, -0.5183], [1.9015, -1.0573, 0.9906], [1.7393, -0.6176, -0.7967], [-0.0976, -0.0037, 1.5305], [-1.8975, -2.5926, -0.5656], [-3.6653, -2.0055, -0.2616]],
  "lowdin_charge": [-0.02, -0.15, -0.13, -0.26, 0.09, -0.32, 0.10, -0.19, 0.17, 0.04, 0.09, 0.10, 0.08, 0.15, 0.12, 0.09, 0.05],
  "gap_ha": 0.3433,
  "e_homo_ev": -8.910,
  "smiles": "C=CC/C=N/C(=C)C#N",
  "total_energy_ev": -10363.967,
  "de_lowest_kj_mol": 406.8
}



{
  "formula": "C23H26Br6N6O12",
  "method": "the ωB97M-V functional and the def2-TZVPD basis",
  "elements": ["C", "N", "O", "O", "H", "H", "H", "C", "N", "O", "O", "H", "H", "H", "C", "N", "O", "O", "H", "H", "H", "C", "C", "C", "C", "C", "C", "N", "O", "O", "H", "H", "H", "H", "H", "C", "C", "C", "C", "C", "C", "N", "O", "O", "H", "H", "H", "H", "H", "C", "C", "C", "C", "C", "C", "N", "O", "O", "H", "H", "H", "H", "H", "C", "Br", "Br", "Br", "H", "C", "Br", "Br", "Br", "H"],
  "xyz": [[-1.7053, 2.7064, 4.0037], [-2.0135, 2.9551, 2.5596], [-3.1830, 3.3113, 2.3095], [-1.0444, 2.6667, 1.8127], [-2.2491, 1.8421, 4.3850], [-2.1107, 3.5617, 4.5443], [-0.6352, 2.5277, 4.1084], [1.3917, -0.5819, 1.9648], [-0.0582, -0.4082, 2.1945], [-0.4033, -0.1586, 3.3371], [-0.7984, -0.5763, 1.2256], [1.6444, -0.5725, 0.9045], [1.6289, -1.5614, 2.3800], [1.8780, 0.2050, 2.5414], [-2.1657, -2.8799, 3.6031], [-3.6282, -3.3267, 3.6721], [-4.4590, -2.9036, 2.8506], [-3.8250, -4.1881, 4.5753], [-2.0747, -2.4187, 2.6197], [-1.4623, -3.7120, 3.6342], [-2.0037, -2.2581, 4.4835], [1.5338, 1.0020, -2.7368], [0.8466, 1.7140, -1.7318], [0.5503, 3.0940, -1.9975], [0.9822, 3.7762, -3.1668], [1.7757, 3.1027, -4.0838], [1.9333, 1.6915, -3.8441], [0.6433, 5.1809, -3.3316], [0.5085, 5.6009, -4.4817], [0.5317, 5.9291, -2.3554], [1.8796, -0.0120, -2.6003], [0.4207, 1.3725, -0.7999], [0.0062, 3.5862, -1.2049], [2.0672, 3.5538, -5.0208], [2.5235, 1.1943, -4.5996], [6.4444, -0.9642, -4.3842], [5.7506, -0.1736, -3.4948], [4.6923, -0.6194, -2.6859], [4.5100, -2.0116, -2.7034], [5.1696, -2.8588, -3.6125], [6.1119, -2.3101, -4.4542], [3.4668, -2.6404, -1.9039], [2.8624, -1.9392, -1.0992], [3.2395, -3.8420, -2.0323], [7.2303, -0.4783, -4.9435], [6.0433, 0.8486, -3.3059], [4.2604, 0.1227, -2.0307], [4.7815, -3.8464, -3.8137], [6.4104, -2.9759, -5.2505], [-3.8111, 0.0696, 0.0892], [-4.0173, 0.0562, 1.4575], [-5.2669, -0.0631, 2.0131], [-6.3618, -0.2944, 1.1487], [-6.1933, -0.2791, -0.2060], [-4.9165, -0.0464, -0.7803], [-7.7248, -0.6069, 1.7134], [-7.8977, -0.4071, 2.9149], [-8.6899, -0.8759, 0.9777], [-2.8503, 0.1157, -0.4018], [-3.2164, 0.1036, 2.1805], [-5.3964, -0.0311, 3.0848], [-7.0101, -0.4531, -0.8908], [-4.7682, 0.0179, -1.8482], [4.8790, 1.1938, 4.1445], [4.5536, -0.6513, 4.7112], [3.4070, 2.2375, 3.5544], [6.2729, 1.1133, 2.7145], [5.3318, 1.7179, 4.9863], [-1.1269, -2.7759, -1.4020], [-1.6069, -1.4356, -2.8148], [-0.0865, -4.3149, -2.1892], [-2.8565, -3.4622, -0.5574], [-0.5465, -2.2558, -0.6399]],
  "lowdin_charge": [0.02, -0.38, 0.07, 0.01, 0.09, 0.10, 0.08, 0.05, -0.41, 0.05, 0.03, 0.09, 0.11, 0.02, 0.04, -0.37, 0.04, 0.03, 0.05, 0.10, 0.10, -0.10, -0.03, 0.02, -0.15, 0.02, -0.08, -0.34, 0.07, 0.07, 0.08, 0.09, 0.11, 0.12, 0.10, -0.06, -0.07, 0.01, -0.13, 0.00, -0.07, -0.33, 0.04, 0.03, 0.11, 0.11, 0.11, 0.12, 0.11, -0.09, -0.10, -0.01, -0.13, -0.01, -0.05, -0.31, 0.06, 0.05, 0.07, 0.09, 0.12, 0.12, 0.10, -1.57, 0.55, 0.63, 0.50, -0.03, -1.39, 0.53, 0.54, 0.52, -0.05],
  "gap_ha": 0.3009,
  "e_homo_ev": -9.493,
  "total_energy_ev": -478019.073
}



{
  "formula": "C4H14N4",
  "method": "the ωB97M-V functional and the def2-TZVPD basis",
  "elements": ["C", "C", "C", "C", "N", "N", "N", "N", "H", "H", "H", "H", "H", "H", "H", "H", "H", "H", "H", "H", "H", "H"],
  "xyz": [[1.5096, 0.3787, -0.1193], [0.8646, 1.5620, -0.8205], [1.7037, 0.4393, 1.3328], [-4.0224, -0.5720, -0.0558], [2.3061, -0.4853, -0.6938], [-1.7370, -0.0145, 0.1988], [3.0303, -1.4802, -0.0550], [-2.7032, -0.3707, -0.4525], [1.7487, 2.3224, -0.8882], [-0.0777, 1.7904, -0.3320], [0.7152, 1.2981, -1.8138], [2.6974, 0.7700, 1.5711], [1.4393, -0.4776, 1.7150], [1.0694, 1.2818, 1.7091], [-3.9658, -1.3392, 0.8248], [-4.3537, 0.4705, 0.4767], [-4.6506, -0.9730, -0.8345], [2.2630, -0.3639, -1.7280], [-1.7999, -0.0480, 1.1847], [2.9758, -2.4337, -0.3813], [3.6286, -1.1869, 0.6736], [-2.6415, -0.5684, -1.5120]],
  "lowdin_charge": [-0.28, 0.01, -0.01, 0.00, 0.04, 0.28, 0.12, -0.06, 0.17, 0.07, 0.06, 0.12, 0.07, 0.12, 0.17, 0.20, 0.11, 0.20, 0.13, 0.14, 0.11, 0.24],
  "gap_ha": 0.2742,
  "e_homo_ev": -17.320,
  "total_energy_ev": -10314.620,
  "charge": 2,
  "de_lowest_kj_mol": 500.5
}